{
  "formula": "C25H22F3NO2S",
  "method": "wB97M-V/def2-TZVPD",
  "e_above_lowest_kj_mol": 250.06,
  "homo_lumo_gap_ev": 2.98,
  "energy_ha": -1868.7379,
  "spin_multiplicity": 1,
  "homo_energy_ev": -5.41,
  "lumo_ev": -2.431,
  "elements": ["F", "C", "F", "F", "S", "C", "C", "C", "C", "C", "C", "C", "O", "O", "H", "H", "H", "H", "H", "H", "C", "N", "C", "C", "C", "C", "C", "C", "C", "C", "C", "C", "C", "C", "C", "C", "C", "C", "H", "H", "H", "H", "H", "H", "H", "H", "H", "H", "H", "H", "H", "H", "H", "H"],
  "xyz": [[-1.65, -4.98, 1.80], [-2.25, -3.77, 1.85], [-2.34, -3.28, 0.59], [-3.50, -3.92, 2.34], [-1.25, -2.61, 2.94], [-1.99, -1.05, 2.67], [-1.90, -0.09, 3.72], [-2.81, 1.00, 3.73], [-2.66, 2.06, 4.60], [-1.64, 2.04, 5.56], [-0.81, 0.90, 5.68], [-0.96, -0.17, 4.81], [-1.54, -3.07, 4.28], [0.11, -2.65, 2.43], [-2.92, -1.11, 2.12], [-3.63, 0.95, 3.01], [-3.33, 2.92, 4.52], [-1.49, 2.89, 6.22], [-0.04, 0.88, 6.47], [-0.37, -1.06, 4.99], [0.83, -4.42, -2.75], [0.85, -2.99, -2.49], [-0.05, -2.32, -1.74], [0.25, -0.93, -1.72], [-0.52, 0.03, -1.07], [-0.17, 1.43, -1.07], [1.13, 1.86, -0.71], [1.50, 3.19, -0.77], [0.61, 4.16, -1.25], [1.05, 5.60, -1.35], [-0.68, 3.76, -1.63], [-1.08, 2.43, -1.52], [1.46, -0.80, -2.58], [2.18, 0.25, -3.13], [3.31, -0.03, -3.93], [3.66, -1.34, -4.28], [2.88, -2.41, -3.82], [1.81, -2.11, -3.00], [1.70, -4.68, -3.35], [0.86, -4.98, -1.81], [-0.08, -4.71, -3.30], [-0.90, -2.82, -1.29], [-1.49, -0.30, -0.68], [1.86, 1.11, -0.40], [2.49, 3.50, -0.46], [0.22, 6.24, -1.67], [1.42, 5.96, -0.39], [1.87, 5.71, -2.07], [-1.37, 4.51, -2.02], [-2.08, 2.13, -1.84], [1.89, 1.28, -2.96], [3.93, 0.79, -4.31], [4.53, -1.54, -4.90], [3.10, -3.45, -4.07]]
}

***

{
  "formula": "C21H28N4O3",
  "method": "wB97M-V/def2-TZVPD",
  "e_above_lowest_kj_mol": 124.31,
  "homo_lumo_gap_ev": 8.46,
  "energy_ha": -1261.8158,
  "spin_multiplicity": 1,
  "homo_energy_ev": -7.85,
  "lumo_ev": 0.617,
  "elements": ["C", "C", "O", "C", "C", "C", "C", "N", "C", "N", "C", "C", "C", "C", "O", "N", "C", "C", "C", "C", "C", "C", "O", "C", "C", "C", "C", "N", "H", "H", "H", "H", "H", "H", "H", "H", "H", "H", "H", "H", "H", "H", "H", "H", "H", "H", "H", "H", "H", "H", "H", "H", "H", "H", "H", "H"],
  "xyz": [[-1.29, -3.82, -6.37], [-1.50, -3.10, -5.04], [-2.61, -2.22, -5.19], [-2.90, -1.45, -4.13], [-3.98, -0.57, -4.22], [-4.24, 0.21, -3.10], [-5.36, 1.20, -3.08], [-3.51, 0.11, -2.00], [-2.50, -0.77, -2.00], [-1.76, -0.88, -0.89], [-2.00, -0.03, 0.25], [-0.68, 0.30, 0.93], [-0.02, -0.98, 1.49], [1.50, -0.79, 1.52], [2.26, -1.41, 0.81], [1.87, 0.16, 2.42], [3.15, 0.65, 2.70], [4.31, 0.20, 2.08], [5.53, 0.74, 2.42], [5.61, 1.72, 3.39], [4.47, 2.18, 4.02], [3.23, 1.66, 3.69], [2.03, 2.02, 4.25], [1.97, 3.12, 5.13], [2.07, 4.46, 4.40], [-0.40, -2.20, 0.63], [-0.64, -1.79, -0.82], [-2.16, -1.56, -3.04], [-1.09, -3.10, -7.15], [-2.19, -4.38, -6.63], [-0.45, -4.50, -6.28], [-0.62, -2.52, -4.76], [-1.71, -3.81, -4.24], [-4.56, -0.50, -5.13], [-6.30, 0.70, -3.30], [-5.41, 1.66, -2.10], [-5.19, 1.96, -3.84], [-2.67, -0.53, 0.96], [-2.50, 0.87, -0.10], [-0.01, 0.76, 0.20], [-0.85, 1.02, 1.73], [-0.36, -1.15, 2.52], [1.15, 0.61, 2.97], [4.23, -0.57, 1.33], [6.43, 0.38, 1.93], [6.57, 2.14, 3.66], [4.56, 2.95, 4.77], [2.74, 3.04, 5.90], [0.99, 3.03, 5.61], [1.98, 5.27, 5.11], [3.02, 4.55, 3.88], [1.26, 4.54, 3.67], [0.42, -2.92, 0.66], [-1.29, -2.67, 1.03], [-0.87, -2.66, -1.43], [0.27, -1.33, -1.22]]
}

***

{
  "formula": "C6H2F18LiN3O13S6",
  "method": "wB97M-V/def2-TZVPD",
  "homo_lumo_gap_ev": 8.93,
  "charge": -2,
  "energy_ha": -5566.6470,
  "spin_multiplicity": 1,
  "homo_energy_ev": -4.57,
  "lumo_ev": 4.366,
  "elements": ["Li", "C", "F", "F", "F", "S", "O", "O", "N", "S", "O", "O", "C", "F", "F", "F", "C", "F", "F", "F", "S", "O", "O", "N", "S", "O", "O", "C", "F", "F", "F", "C", "F", "F", "F", "S", "O", "O", "N", "S", "O", "O", "C", "F", "F", "F", "O", "H", "H"],
  "xyz": [[0.76, -0.41, 0.06], [3.93, 0.52, -1.96], [3.92, 1.08, -0.76], [4.41, 1.40, -2.84], [4.73, -0.55, -1.93], [2.22, 0.04, -2.46], [1.36, 1.13, -2.18], [2.34, -0.42, -3.79], [1.93, -1.12, -1.33], [1.82, -2.57, -2.02], [0.72, -2.74, -2.89], [3.09, -3.12, -2.42], [1.34, -3.52, -0.51], [0.77, -4.66, -0.88], [2.40, -3.82, 0.25], [0.47, -2.82, 0.25], [2.81, 1.83, 2.74], [2.59, 1.46, 4.00], [3.49, 2.99, 2.73], [3.54, 0.90, 2.14], [1.23, 2.04, 1.78], [0.47, 3.06, 2.39], [1.66, 2.23, 0.44], [0.64, 0.48, 1.89], [-0.61, 0.50, 2.94], [-0.22, 0.88, 4.27], [-1.75, 1.16, 2.43], [-1.12, -1.27, 3.07], [-2.32, -1.33, 3.61], [-1.13, -1.88, 1.89], [-0.26, -1.94, 3.88], [-3.04, -1.67, -1.72], [-2.09, -1.98, -2.59], [-4.23, -1.66, -2.33], [-3.08, -2.61, -0.77], [-2.70, -0.06, -0.87], [-3.39, -0.23, 0.35], [-1.26, 0.03, -0.80], [-3.36, 0.98, -1.91], [-3.60, 2.35, -1.10], [-4.70, 2.30, -0.17], [-2.43, 3.00, -0.60], [-4.27, 3.47, -2.41], [-3.36, 3.75, -3.35], [-5.31, 2.90, -3.04], [-4.69, 4.60, -1.85], [2.40, -1.69, 2.57], [2.02, -2.11, 3.35], [1.87, -0.87, 2.45]]
}

***

{
  "formula": "C53H48N5O8PbSi",
  "method": "wB97M-V/def2-TZVPD",
  "e_above_lowest_kj_mol": 0.00,
  "homo_lumo_gap_ev": [4.87, 4.99],
  "charge": 1,
  "energy_ha": -3406.2812,
  "spin_multiplicity": 1,
  "homo_energy_ev": [-10.27, -10.27],
  "lumo_ev": [-5.396, -5.278],
  "elements": ["Pb", "C", "C", "C", "C", "C", "C", "C", "N", "N", "C", "C", "C", "C", "C", "C", "N", "C", "C", "C", "C", "C", "C", "N", "H", "H", "H", "H", "H", "H", "H", "H", "H", "H", "H", "H", "H", "H", "H", "H", "H", "H", "H", "H", "C", "O", "C", "C", "C", "C", "C", "C", "O", "C", "O", "C", "H", "H", "H", "H", "H", "H", "H", "H", "H", "O", "Si", "C", "C", "C", "C", "C", "C", "C", "C", "C", "C", "C", "C", "C", "C", "C", "C", "C", "C", "H", "H", "H", "H", "H", "H", "H", "H", "H", "H", "H", "H", "H", "H", "H", "O", "C", "O", "C", "C", "C", "C", "C", "C", "N", "O", "O", "H", "H", "H", "H"],
  "xyz": [[0.86, -0.37, -0.64], [2.76, 0.01, -3.48], [4.05, 0.31, -2.72], [3.99, 1.20, -1.51], [5.05, 2.07, -1.27], [5.08, 2.81, -0.11], [4.05, 2.67, 0.80], [3.02, 1.81, 0.49], [2.99, 1.10, -0.64], [1.91, -1.10, -2.99], [2.62, -2.36, -2.83], [1.87, -3.33, -1.95], [2.25, -4.67, -1.89], [1.57, -5.53, -1.05], [0.50, -5.04, -0.31], [0.19, -3.70, -0.41], [0.86, -2.87, -1.21], [0.79, -1.31, -3.91], [-0.29, -0.27, -3.83], [-0.94, 0.18, -4.97], [-2.00, 1.06, -4.82], [-2.38, 1.45, -3.55], [-1.67, 0.96, -2.47], [-0.64, 0.13, -2.61], [2.13, 0.91, -3.49], [3.04, -0.21, -4.52], [4.52, -0.62, -2.39], [4.74, 0.76, -3.43], [5.84, 2.16, -2.01], [5.90, 3.50, 0.08], [4.03, 3.22, 1.73], [2.17, 1.70, 1.16], [2.84, -2.83, -3.80], [3.56, -2.18, -2.32], [3.08, -5.02, -2.49], [1.86, -6.57, -0.98], [-0.07, -5.69, 0.34], [-0.63, -3.25, 0.13], [1.16, -1.39, -4.94], [0.33, -2.26, -3.65], [-0.62, -0.16, -5.94], [-2.52, 1.44, -5.69], [-3.20, 2.15, -3.40], [-1.92, 1.23, -1.45], [3.63, 0.53, 6.81], [2.70, 0.42, 5.74], [3.04, -0.29, 4.65], [4.24, -1.00, 4.53], [4.57, -1.64, 3.33], [3.71, -1.67, 2.25], [4.10, -2.24, 0.95], [5.11, -3.36, 0.90], [3.61, -1.84, -0.09], [2.40, -1.05, 2.41], [1.45, -1.21, 1.60], [2.16, -0.29, 3.60], [3.18, 1.21, 7.52], [4.58, 0.95, 6.47], [3.79, -0.44, 7.29], [4.94, -1.05, 5.35], [5.55, -2.10, 3.26], [5.64, -3.51, 1.83], [5.82, -3.18, 0.09], [4.57, -4.28, 0.66], [1.21, 0.23, 3.67], [-1.18, -0.94, 0.24], [-2.73, -0.80, 0.49], [-3.18, -1.75, 2.10], [-2.23, -2.60, 2.64], [-2.53, -3.33, 3.79], [-3.77, -3.19, 4.40], [-4.71, -2.33, 3.86], [-4.42, -1.61, 2.71], [-3.73, -1.53, -0.94], [-5.12, -1.48, -1.03], [-5.79, -1.91, -2.17], [-5.07, -2.42, -3.24], [-3.68, -2.51, -3.16], [-3.03, -2.06, -2.02], [-3.33, 0.97, 0.88], [-4.01, 1.71, -0.09], [-4.31, 3.05, 0.12], [-3.91, 3.67, 1.29], [-3.22, 2.95, 2.26], [-2.95, 1.60, 2.06], [-1.25, -2.69, 2.18], [-1.78, -4.00, 4.21], [-3.99, -3.75, 5.29], [-5.68, -2.22, 4.34], [-5.16, -0.93, 2.31], [-5.70, -1.10, -0.19], [-6.86, -1.84, -2.23], [-5.58, -2.76, -4.13], [-3.12, -2.93, -3.99], [-1.95, -2.12, -1.96], [-4.32, 1.23, -1.01], [-4.85, 3.61, -0.64], [-4.14, 4.72, 1.46], [-2.89, 3.44, 3.17], [-2.42, 1.04, 2.83], [0.38, 2.39, 1.71], [0.00, 2.65, 0.57], [0.12, 1.94, -0.48], [-0.68, 4.00, 0.33], [-0.70, 4.96, 1.33], [-1.29, 6.20, 1.10], [-1.87, 6.47, -0.13], [-1.85, 5.50, -1.11], [-1.26, 4.27, -0.90], [-2.47, 5.76, -2.41], [-2.75, 6.91, -2.68], [-2.66, 4.81, -3.15], [-0.24, 4.73, 2.28], [-1.30, 6.95, 1.87], [-2.33, 7.43, -0.33], [-1.22, 3.54, -1.69]]
}

***

{
  "formula": "C5H15N2O",
  "method": "wB97M-V/def2-TZVPD",
  "e_above_lowest_kj_mol": 81.65,
  "homo_lumo_gap_ev": 11.91,
  "charge": 1,
  "energy_ha": -384.0199,
  "spin_multiplicity": 1,
  "homo_energy_ev": -14.53,
  "lumo_ev": -2.621,
  "elements": ["N", "C", "C", "C", "C", "N", "C", "O", "H", "H", "H", "H", "H", "H", "H", "H", "H", "H", "H", "H", "H", "H", "H"],
  "xyz": [[-0.23, 0.35, 2.27], [-0.05, -1.07, 1.95], [-0.81, -1.50, 0.69], [-0.08, -1.12, -0.59], [0.52, 0.29, -0.72], [-0.53, 1.27, -0.16], [0.68, 0.62, -2.23], [0.74, 2.04, -2.31], [-0.87, 0.52, 3.04], [0.64, 0.73, 2.66], [1.03, -1.20, 1.83], [-0.33, -1.77, 2.75], [-1.82, -1.05, 0.75], [-1.01, -2.57, 0.68], [0.85, -1.72, -0.62], [-0.74, -1.34, -1.43], [1.46, 0.57, -0.21], [-0.54, 0.99, 0.96], [-0.14, 2.19, -0.37], [-1.41, 1.05, -0.61], [1.48, 0.02, -2.66], [-0.27, 0.43, -2.76], [1.45, 2.27, -2.91]]
}

***

{
  "formula": "H2N2O3S2",
  "method": "wB97M-V/def2-TZVPD",
  "e_above_lowest_kj_mol": 120.56,
  "homo_lumo_gap_ev": 8.62,
  "energy_ha": -1132.6804,
  "spin_multiplicity": 1,
  "homo_energy_ev": -10.72,
  "lumo_ev": -2.105,
  "elements": ["N", "N", "O", "O", "O", "S", "S", "H", "H"],
  "xyz": [[0.38, 2.28, -0.65], [0.60, -2.57, 1.10], [0.43, -0.01, -1.51], [-1.72, 0.69, -0.86], [-0.10, -0.18, 0.87], [-0.32, 0.94, -0.74], [-0.40, -1.61, 0.51], [-0.19, 3.01, -0.42], [1.32, -2.53, 1.70]]
}

***

{
  "formula": "C6H5N3O2S2",
  "method": "wB97M-V/def2-TZVPD",
  "e_above_lowest_kj_mol": 350.74,
  "homo_lumo_gap_ev": 7.23,
  "energy_ha": -1342.5432,
  "spin_multiplicity": 1,
  "homo_energy_ev": -9.78,
  "lumo_ev": -2.549,
  "elements": ["C", "C", "C", "C", "C", "C", "N", "N", "N", "O", "O", "S", "S", "H", "H", "H", "H", "H"],
  "xyz": [[-0.79, -2.03, -0.27], [-3.10, -1.90, -0.29], [-0.65, -0.61, 0.09], [0.38, 0.15, 0.46], [-1.96, 0.08, 0.35], [3.44, 1.15, -0.20], [-1.92, -2.54, -0.54], [-3.12, -0.69, 0.25], [-1.89, 1.29, 0.66], [0.04, 2.23, -0.85], [0.15, 2.64, 1.62], [2.71, -0.53, -0.32], [-0.34, 1.88, 0.51], [0.04, -2.69, -0.45], [-3.85, -2.62, -0.49], [4.48, 0.88, 0.10], [2.80, 1.69, 0.56], [3.58, 1.61, -1.18]]
}

***

{
  "formula": "C11H23BaINO2P2",
  "method": "wB97M-V/def2-TZVPD",
  "homo_lumo_gap_ev": 7.56,
  "charge": 1,
  "energy_ha": -1643.9660,
  "spin_multiplicity": 1,
  "homo_energy_ev": -10.56,
  "lumo_ev": -3.004,
  "elements": ["Ba", "P", "C", "C", "N", "C", "C", "C", "C", "C", "P", "H", "H", "H", "H", "H", "H", "H", "H", "O", "H", "H", "O", "H", "C", "H", "H", "H", "C", "H", "H", "H", "C", "H", "H", "H", "C", "H", "H", "H", "I"],
  "xyz": [[0.67, 1.75, 0.92], [2.02, -1.03, 1.57], [2.33, -1.39, -0.22], [1.05, -1.65, -1.00], [-0.07, -1.02, -0.57], [-1.25, -1.33, -1.15], [-1.34, -2.19, -2.25], [-0.17, -2.74, -2.76], [1.03, -2.48, -2.11], [-2.54, -0.73, -0.57], [-2.14, 0.73, 0.52], [1.99, -2.91, -2.41], [-2.34, -2.35, -2.66], [-0.21, -3.38, -3.65], [-3.25, -0.39, -1.36], [-3.12, -1.48, 0.01], [2.91, -0.56, -0.67], [3.01, -2.25, -0.25], [1.46, 4.08, -1.08], [1.78, 3.18, -1.37], [2.39, 3.37, -2.10], [-1.15, 4.69, 1.35], [-0.93, 4.88, 0.41], [-1.25, 5.79, 0.26], [-2.51, 1.92, -0.84], [-3.50, 1.61, -1.14], [-2.50, 2.97, -0.54], [-1.83, 1.76, -1.69], [-3.84, 0.79, 1.21], [-3.96, 1.68, 1.84], [-4.52, 0.82, 0.35], [-4.05, -0.12, 1.81], [2.32, -2.77, 2.12], [3.27, -3.03, 1.69], [2.38, -2.85, 3.20], [1.56, -3.45, 1.74], [3.79, -0.56, 1.80], [4.02, -0.32, 2.85], [4.35, -1.44, 1.48], [4.08, 0.29, 1.15], [0.08, 2.12, 4.13]]
}

***

{
  "formula": "C15H24AuI2N2O3S2V",
  "method": "wB97M-V/def2-TZVPD",
  "homo_lumo_gap_ev": [4.31, 3.74],
  "charge": 4,
  "energy_ha": -3390.8959,
  "s_squared": 6.069,
  "spin_multiplicity": 5,
  "homo_energy_ev": [-20.46, -20.44],
  "lumo_ev": [-16.150, -16.696],
  "elements": ["I", "I", "Au", "V", "S", "S", "C", "C", "C", "C", "C", "C", "C", "C", "C", "C", "C", "O", "O", "O", "H", "H", "H", "H", "H", "H", "H", "H", "H", "H", "H", "H", "H", "H", "H", "H", "H", "H", "C", "C", "N", "C", "C", "N", "H", "H", "H", "H", "H", "H"],
  "xyz": [[0.41, -3.25, 1.43], [-0.06, -0.79, -3.74], [0.49, 1.26, -1.63], [0.20, -0.83, 0.80], [1.45, -0.98, -1.15], [-1.09, -0.58, -1.05], [1.75, -0.11, 1.53], [3.47, -1.29, -1.35], [-3.07, -0.42, -0.90], [3.66, -1.14, -2.84], [4.17, -0.23, -0.53], [3.69, -2.71, -0.87], [-3.58, -0.69, -2.30], [-3.28, 0.99, -0.41], [-3.43, -1.51, 0.09], [1.87, 2.62, -1.82], [-0.34, 3.02, -1.70], [2.64, 0.38, 2.12], [2.74, 3.34, -2.06], [-0.92, 4.01, -1.83], [3.36, -0.15, -3.21], [3.09, -1.91, -3.38], [4.72, -1.29, -3.09], [3.69, 0.76, -0.64], [5.21, -0.14, -0.88], [4.20, -0.49, 0.53], [3.38, -2.86, 0.17], [4.75, -2.96, -0.95], [3.13, -3.41, -1.51], [-4.67, -0.56, -2.32], [-3.37, -1.73, -2.57], [-3.14, -0.02, -3.04], [-4.30, 1.13, -0.03], [-3.10, 1.73, -1.21], [-2.59, 1.20, 0.41], [-4.52, -1.49, 0.26], [-2.93, -1.38, 1.06], [-3.16, -2.48, -0.33], [-1.48, 2.59, 1.95], [-1.27, 1.37, 2.75], [-0.64, 0.22, 2.48], [-0.52, -0.47, 3.70], [-1.14, 0.26, 4.68], [-1.61, 1.40, 4.05], [-2.55, 2.72, 1.74], [-1.15, 3.45, 2.55], [-0.88, 2.55, 1.03], [0.03, -1.40, 3.79], [-1.28, 0.06, 5.73], [-2.05, 2.21, 4.49]]
}

***

{
  "formula": "C16H12Cl2N3O4RhS",
  "method": "wB97M-V/def2-TZVPD",
  "homo_lumo_gap_ev": 6.14,
  "energy_ha": -2511.2432,
  "spin_multiplicity": 1,
  "homo_energy_ev": -7.73,
  "lumo_ev": -1.598,
  "elements": ["Rh", "O", "N", "C", "C", "C", "C", "C", "S", "H", "H", "H", "H", "O", "C", "C", "C", "C", "C", "C", "C", "N", "C", "C", "N", "H", "H", "H", "H", "H", "H", "H", "Cl", "C", "Cl", "C", "O", "O", "H"],
  "xyz": [[0.01, -0.57, -0.80], [-1.90, -0.49, -0.98], [-2.66, 0.52, -0.58], [-4.02, 0.33, -0.62], [-4.88, 1.32, -0.26], [-4.38, 2.56, 0.16], [-3.00, 2.73, 0.23], [-2.14, 1.71, -0.13], [-0.43, 1.87, 0.01], [-4.33, -0.65, -0.96], [-5.94, 1.14, -0.30], [-5.04, 3.37, 0.43], [-2.57, 3.66, 0.56], [1.90, -0.62, -0.68], [2.75, -0.67, 0.28], [4.09, -0.33, 0.01], [5.07, -0.44, 0.99], [4.73, -0.90, 2.26], [3.42, -1.20, 2.58], [2.38, -1.09, 1.63], [1.03, -1.36, 1.93], [-0.03, -1.28, 1.09], [-1.14, -1.62, 1.80], [-0.79, -1.90, 3.09], [0.57, -1.74, 3.17], [4.32, 0.03, -0.98], [6.09, -0.17, 0.76], [5.50, -1.01, 3.01], [3.20, -1.53, 3.58], [-2.12, -1.65, 1.36], [-1.38, -2.19, 3.93], [1.13, -1.87, 3.99], [1.90, 0.40, -5.17], [0.16, 0.62, -4.97], [-0.71, -0.77, -5.61], [-0.16, 0.76, -3.45], [-0.77, 1.74, -3.08], [0.28, -0.21, -2.77], [-0.15, 1.51, -5.52]]
}

***

{
  "formula": "C5H11ClN",
  "method": "wB97M-V/def2-TZVPD",
  "e_above_lowest_kj_mol": 340.44,
  "homo_lumo_gap_ev": 10.60,
  "charge": 1,
  "energy_ha": -711.6799,
  "spin_multiplicity": 1,
  "homo_energy_ev": -14.94,
  "lumo_ev": -4.343,
  "elements": ["C", "C", "C", "C", "C", "N", "Cl", "H", "H", "H", "H", "H", "H", "H", "H", "H", "H", "H"],
  "xyz": [[1.44, 1.77, -0.64], [1.54, 0.57, -0.22], [-0.80, -0.43, -1.21], [-1.03, 0.62, 0.98], [-0.03, -1.58, 0.74], [-0.21, -0.26, 0.18], [2.68, -0.65, 0.08], [2.38, 2.43, -0.74], [0.46, 2.26, -0.92], [-1.73, -1.04, -1.17], [-0.98, 0.48, -1.89], [0.03, -1.04, -1.73], [-1.83, 1.22, 0.41], [-1.54, 0.10, 1.89], [-0.37, 1.42, 1.38], [-0.88, -1.93, 1.41], [0.07, -2.30, 0.03], [0.80, -1.63, 1.42]]
}